Entry 1:
19
Properties=species:S:1:pos:R:3:forces:R:3 method="wB97M-V/def2-TZVPD" homo_lumo_gap_ev=10.72
C -1.01540 1.02691 1.45064 0.4 1.1 -0.2
Si -0.14859 0.41579 -0.11230 -1.4 1.1 0.5
C -1.56663 0.65200 -1.30317 2.8 -0.6 -1.8
C 1.55213 1.10977 -0.48028 -0.5 -0.7 2.1
C 0.01971 -1.43827 -0.06188 1.9 -1.3 -0.5
C 1.29017 -2.14955 0.41169 -2.5 3.8 1.4
O 0.10098 -2.11950 1.15953 -0.9 -1.1 1.2
H -1.15972 2.13680 1.53537 1.1 -0.7 -0.1
H -2.07666 0.81463 1.34204 0.0 -1.1 0.4
H -0.48323 0.61102 2.31118 -0.7 0.2 0.3
H -1.82029 1.60798 -1.57563 -1.0 2.9 0.5
H -1.26909 0.43854 -2.33883 0.0 -1.3 0.0
H -2.39886 0.10601 -0.99381 -1.4 -1.0 0.3
H 1.78975 2.12882 -0.30229 -0.4 1.2 -0.3
H 2.23221 0.61692 0.23478 -0.1 -0.3 -0.5
H 1.72115 0.80623 -1.46450 0.9 -0.4 -1.6
H -0.39220 -2.12694 -0.80145 -0.6 0.6 -0.3
H 1.62487 -2.99262 0.00833 0.8 -3.7 -1.8
H 1.99969 -1.64455 0.98059 1.6 1.2 0.3

***

Entry 2:
11
Properties=species:S:1:pos:R:3:forces:R:3 method="wB97M-V/def2-TZVPD" charge=+1 homo_lumo_gap_ev="7.63 / 6.96"
C 1.62274 -0.15102 0.83859 -1.5 0.0 -0.5
C 1.17935 -0.46243 -0.34619 -1.9 1.2 0.7
C -0.34022 0.14095 -0.51294 2.9 -1.0 -0.5
C -2.20385 0.76228 0.89613 -1.0 0.6 1.0
N -1.23815 0.54349 0.14216 1.4 -1.0 -0.4
N 1.55064 -1.12788 -1.43496 0.8 -0.4 0.3
H 1.27162 0.10294 1.82620 0.5 0.0 0.0
H -2.81934 -0.00349 1.27596 -0.7 -1.0 0.1
H -2.27456 1.73470 1.25513 -0.6 1.7 0.5
H 2.51550 -1.41444 -1.42920 0.1 -0.2 -0.4
H 1.10191 -0.88270 -2.28462 -0.1 0.1 -0.8

***

Entry 3:
116
Properties=species:S:1:pos:R:3:forces:R:3 method="wB97M-V/def2-TZVPD" charge=-2 homo_lumo_gap_ev=5.95
Pb 1.56662 0.71033 0.27144 0.0 0.1 -0.1
C 0.21665 -1.02672 3.14612 0.0 0.0 0.0
N -0.70685 -1.30035 2.05963 0.0 0.1 0.1
C -1.98015 -0.60772 2.24159 0.0 0.0 0.0
C -1.95356 0.91700 2.28130 0.1 0.1 0.0
N -1.61726 1.61225 1.03046 -0.1 -0.1 0.1
C -2.47359 1.24363 -0.07254 0.0 0.1 0.0
C -1.44135 3.02433 1.24217 0.0 0.0 -0.1
C -2.46290 3.91108 0.90536 0.0 0.0 0.0
C -2.34069 5.28118 1.07845 0.0 0.0 0.0
C -1.16732 5.78804 1.61348 0.0 0.0 0.0
C -0.14871 4.92097 1.96374 0.0 0.0 0.0
C -0.24119 3.53036 1.80047 -0.1 0.0 -0.1
S 1.14057 2.57148 2.30351 -0.1 -0.1 0.1
C -0.93695 -2.68516 1.79056 0.0 0.0 0.0
C -0.71197 -3.64522 2.77519 0.0 0.0 0.0
C -0.96745 -4.99491 2.56386 0.0 0.0 0.0
C -1.46782 -5.39522 1.33462 0.0 0.0 0.0
C -1.67445 -4.45411 0.33930 0.0 0.0 0.0
C -1.41181 -3.08443 0.51096 0.0 0.0 0.0
S -1.64190 -1.99157 -0.83132 -0.1 0.0 0.1
H -0.19883 -1.27744 4.13915 0.0 0.0 0.0
H 0.47652 0.03032 3.14876 0.0 0.0 0.0
H 1.13710 -1.59488 3.00129 0.0 0.0 0.0
H -2.42274 -0.91492 3.21004 0.0 0.0 0.0
H -2.65488 -0.96676 1.46565 0.0 0.0 0.0
H -1.24538 1.26870 3.03260 0.0 0.0 0.0
H -2.95718 1.22723 2.62516 0.0 0.0 0.0
H -3.39108 1.82993 -0.16525 0.0 -0.1 0.0
H -2.73602 0.19318 0.02266 0.1 0.0 0.0
H -0.87828 0.81591 -1.31099 0.0 -0.1 0.0
H -3.38744 3.53777 0.48654 0.0 0.0 0.0
H -3.15363 5.93649 0.78778 0.0 0.0 0.0
H -1.03673 6.85644 1.74589 0.0 0.0 0.0
H 0.78110 5.30645 2.36303 0.0 0.0 0.0
H -0.32579 -3.33750 3.73812 0.0 0.0 0.0
H -0.77203 -5.71338 3.35158 0.0 0.0 0.0
H -1.67860 -6.44145 1.13875 0.0 0.0 0.0
H -2.04058 -4.76200 -0.63323 0.0 0.0 0.0
C 6.31455 0.49291 1.63313 0.0 0.0 0.0
C 4.99325 0.77193 0.94594 0.0 0.0 0.0
S 3.64675 -0.16342 1.60583 0.0 0.0 0.0
C 4.92762 1.65351 -0.06478 0.0 -0.1 0.0
C 6.17436 2.38597 -0.51422 0.0 0.0 0.0
S 3.47900 2.08112 -0.97480 0.0 0.0 0.0
H 6.16538 -0.14995 2.49895 0.0 0.0 0.0
H 6.79310 1.41578 1.97552 0.0 0.0 0.0
H 7.01976 -0.01072 0.96158 0.0 0.0 0.0
H 7.04992 1.73038 -0.53769 0.0 0.0 0.0
H 6.40666 3.22084 0.15726 0.0 0.0 0.0
H 6.03181 2.79993 -1.51197 0.0 0.0 0.0
N -1.73552 1.36291 -1.34081 0.0 0.0 0.0
C -2.04264 1.95872 -2.44713 0.0 0.0 0.1
C -3.32529 2.67245 -2.47075 0.0 -0.1 0.0
C -4.51346 1.99220 -2.76301 0.0 0.0 0.0
C -5.71414 2.67649 -2.85803 0.0 0.0 0.0
C -5.76066 4.05396 -2.67453 0.0 0.0 0.0
C -4.58127 4.73824 -2.40677 0.0 0.0 0.0
C -3.37483 4.06156 -2.31834 0.0 0.0 0.0
H -4.48386 0.91725 -2.90057 0.0 0.0 0.0
H -6.62426 2.12708 -3.06999 0.0 0.0 0.0
H -6.70129 4.58629 -2.74556 0.0 0.0 0.0
H -4.59893 5.81251 -2.26142 0.0 0.0 0.0
H -2.45908 4.60180 -2.11191 0.0 0.0 0.0
C 6.15475 -1.24285 -3.95790 0.0 0.0 0.0
C 5.12293 -0.13016 -4.10224 0.0 0.0 0.0
C 3.69867 -0.68975 -3.97490 0.0 0.0 0.0
C 3.61497 -1.86317 -2.97255 0.0 0.0 0.0
C 4.71027 -1.68227 -1.91456 0.0 0.0 0.0
C 6.10400 -1.82932 -2.53601 0.0 0.0 0.0
P 1.95482 -1.86500 -2.14442 0.1 0.1 0.0
C 1.85155 -3.52823 -1.31337 -0.1 -0.1 -0.1
C 2.20212 -3.39922 0.17905 0.0 0.0 0.0
C 2.35064 -4.78179 0.80073 -0.1 0.0 0.0
C 3.59381 -5.49036 0.24231 0.0 0.0 0.0
C 3.87484 -5.08401 -1.21417 0.1 0.0 0.0
C 2.58997 -4.72657 -1.95753 -0.1 0.0 0.0
C 0.70777 -2.07290 -3.50235 0.0 0.0 0.0
C 0.97594 -3.12626 -4.58974 0.1 0.0 0.0
C 0.06348 -2.92256 -5.81366 0.0 0.0 0.0
C -1.28428 -2.35158 -5.38416 0.0 0.0 0.0
C -1.10966 -0.93777 -4.79992 0.0 0.0 0.0
C 0.27403 -0.75651 -4.15921 0.0 0.0 0.1
H 7.16063 -0.87818 -4.18566 0.0 0.0 0.0
H 5.93499 -2.02591 -4.69312 0.0 0.0 0.0
H 5.23454 0.38758 -5.05944 0.0 0.0 0.0
H 5.28166 0.61759 -3.31972 0.0 0.0 0.0
H 3.34094 -1.02543 -4.95419 0.0 0.0 0.0
H 3.03881 0.12010 -3.65232 0.0 0.0 0.0
H 3.79627 -2.80582 -3.50606 0.0 0.0 0.0
H 4.59657 -2.38002 -1.08484 0.0 0.1 0.0
H 4.59375 -0.69183 -1.47534 0.0 0.1 0.1
H 6.39312 -2.88601 -2.56352 0.0 0.0 0.0
H 6.83178 -1.32058 -1.89606 0.0 0.0 0.0
H 0.77370 -3.72703 -1.34916 0.0 0.0 0.0
H 1.41434 -2.82694 0.67232 0.0 0.0 0.0
H 3.12257 -2.83071 0.33090 0.0 0.0 0.0
H 1.44957 -5.36156 0.57738 0.0 0.0 0.0
H 2.40795 -4.71499 1.88918 0.0 0.0 0.0
H 3.46298 -6.57554 0.30939 0.0 0.0 0.0
H 4.46429 -5.24385 0.85807 0.0 0.0 0.0
H 4.39628 -5.89101 -1.73873 0.0 0.0 0.0
H 4.54938 -4.22285 -1.23616 -0.1 -0.2 0.0
H 1.92709 -5.60074 -1.94900 0.0 0.0 0.0
H 2.81839 -4.53682 -3.00646 0.0 0.0 0.0
H -0.15194 -2.40012 -2.90287 0.0 0.0 0.0
H 0.80659 -4.12215 -4.17398 0.0 0.0 0.0
H 2.02320 -3.09293 -4.90952 0.0 0.0 0.0
H -0.06209 -3.86757 -6.35084 0.0 0.0 0.0
H 0.53389 -2.22732 -6.51781 0.0 0.0 0.0
H -1.72085 -3.01128 -4.62805 0.0 0.0 0.0
H -1.98488 -2.33300 -6.22390 0.0 0.0 0.0
H -1.87385 -0.75508 -4.04204 0.0 0.0 0.0
H -1.25677 -0.18288 -5.57748 0.0 0.0 0.0
H 0.23235 0.05851 -3.43307 0.0 0.0 0.0
H 1.00456 -0.45686 -4.91595 0.0 0.0 0.0

***

Entry 4:
47
Properties=species:S:1:pos:R:3:forces:R:3 method="wB97M-V/def2-TZVPD" charge=+2 homo_lumo_gap_ev=4.50
Pt 0.75829 -0.31493 0.39328 2.7 1.3 -0.6
Cl -2.07932 -1.75388 -3.62028 0.0 0.1 0.2
C -2.69765 -1.03161 -2.24721 -0.4 -0.2 -0.6
C -4.02772 -0.74646 -2.12624 0.1 -0.2 -0.4
C -4.53747 -0.12908 -0.97297 -0.1 0.2 0.3
Cl -6.17463 0.20048 -0.91181 0.3 -0.1 -0.1
C -3.69257 0.22721 0.14506 0.0 0.0 0.0
C -4.15305 0.82718 1.32382 -0.2 0.0 -0.1
C -3.25815 1.09029 2.34016 0.3 0.0 0.1
C -1.91456 0.76644 2.15362 -0.5 0.1 0.2
N -1.47767 0.22485 1.02287 -0.2 -0.4 -0.4
C -2.32504 -0.05431 0.04796 -0.3 0.5 0.8
C -1.75830 -0.71167 -1.14571 0.8 -0.1 0.0
O -0.58134 -1.01040 -1.22720 -0.6 0.0 0.0
H -4.69834 -1.00545 -2.93544 0.0 0.1 0.0
H -5.20009 1.07517 1.43815 0.0 0.0 0.0
H -3.58138 1.53166 3.27273 0.0 0.0 0.0
H -1.18822 0.92280 2.94282 0.1 0.0 -0.1
O 2.47647 3.04039 -1.03804 -0.5 -0.1 -0.2
C 2.05656 2.07585 -0.46751 1.7 0.0 0.9
O 0.91579 1.46502 -0.58883 -1.6 -0.5 0.0
C 2.92126 1.36794 0.59153 -1.4 -0.2 -0.6
C 4.28426 1.16906 0.47608 0.8 -0.4 0.2
C 4.89707 0.38178 1.43016 -0.3 0.5 -0.4
C 4.21033 -0.20813 2.49262 -0.2 -0.3 0.5
C 2.87086 0.02722 2.60984 0.2 0.0 -0.7
C 2.16511 0.81456 1.65281 0.2 -0.2 0.9
N 2.10494 -0.63829 3.67474 -0.2 0.0 0.5
O 2.70283 -1.36400 4.43480 0.1 0.0 -0.2
O 0.90232 -0.43844 3.70882 0.1 0.2 -0.1
N 6.35977 0.12567 1.30893 0.0 -0.1 0.1
O 6.80304 -0.74216 2.03217 0.0 0.2 -0.2
O 6.96017 0.79029 0.50217 0.0 -0.1 0.1
H 4.86987 1.60701 -0.32201 -0.1 0.0 -0.1
H 4.73275 -0.81331 3.22051 0.0 0.0 -0.1
H 1.33221 1.40463 2.03764 -0.2 -0.1 -0.1
C 3.62413 -4.28660 2.05881 0.1 -0.1 0.1
N 2.23624 -3.92687 2.38078 0.0 -0.1 -0.1
C 1.58534 -4.61856 3.50042 0.0 0.0 0.2
C 1.63544 -2.98916 1.73129 0.0 -0.1 0.0
N 1.09995 -2.15970 1.12333 -0.4 0.2 0.1
H 3.67348 -5.33288 1.75933 -0.1 0.0 0.0
H 4.24495 -4.15168 2.94456 0.0 0.1 0.0
H 3.99630 -3.66866 1.24626 0.0 0.0 0.0
H 1.72455 -5.69204 3.38814 0.0 0.0 -0.1
H 0.52275 -4.39347 3.51735 0.0 0.0 -0.1
H 2.03266 -4.29597 4.44074 0.0 0.0 0.0

***

Entry 5:
69
Properties=species:S:1:pos:R:3:forces:R:3 method="wB97M-V/def2-TZVPD" homo_lumo_gap_ev=8.69
C -4.90591 4.34688 2.61251 0.0 0.0 0.0
C -3.75474 3.74097 1.83916 0.0 -0.1 -0.1
O -3.48273 2.43664 2.35198 0.1 0.1 0.2
B -2.24120 1.97629 2.63031 0.1 -0.2 0.1
O -2.16329 0.86657 3.42018 0.2 -0.2 -0.2
P -0.61842 2.74988 1.86570 -0.1 0.0 -0.2
O -0.11238 3.24315 3.47747 0.0 0.1 0.1
C -1.07854 2.26448 0.07131 0.0 0.0 0.0
C -0.46528 3.16237 -1.00297 0.1 -0.1 0.0
C -0.97955 2.78972 -2.39499 0.0 0.0 0.0
C 1.07738 3.11520 -0.95731 0.1 0.1 -0.1
H -4.59501 4.63937 3.61610 0.0 0.0 0.0
H -5.71560 3.62184 2.69981 0.0 0.0 0.0
H -5.28445 5.22877 2.09229 0.0 0.0 0.0
H -2.86087 4.36498 1.92237 -0.1 0.1 -0.1
H -4.01105 3.64182 0.78082 0.0 0.0 0.0
H -1.26589 0.53232 3.54964 -0.2 0.2 0.1
H 0.52075 1.92931 1.80840 0.0 0.0 0.1
H -0.59654 4.11039 1.47582 0.1 0.0 0.0
H 0.24618 4.13676 3.51440 0.0 -0.1 0.0
H -0.75443 1.22851 -0.10697 -0.1 0.0 0.1
H -2.17072 2.28364 -0.03401 0.0 0.0 0.0
H -0.77746 4.19235 -0.78307 -0.1 0.0 0.0
H -0.48821 1.87960 -2.75110 -0.1 0.0 0.1
H -0.77014 3.57924 -3.12151 0.0 0.0 0.0
H -2.05668 2.60833 -2.38909 0.0 0.1 0.0
H 1.51685 4.06351 -0.64093 0.0 0.0 0.1
H 1.42945 2.33996 -0.27225 0.0 0.0 -0.1
H 1.49445 2.88942 -1.94151 0.0 0.0 0.0
C 0.45805 -1.50236 1.24056 0.0 0.1 -0.1
C 1.68482 -0.78626 1.25788 0.0 0.1 0.0
C 2.64712 -1.60554 0.73386 0.0 0.0 -0.1
N 2.04956 -2.78755 0.38968 0.0 0.0 -0.1
C 0.71293 -2.73193 0.69504 0.0 -0.2 0.0
H -0.50689 -1.15608 1.57498 0.0 0.0 0.0
H 1.84553 0.21766 1.61253 0.1 0.0 0.1
H 3.69901 -1.44294 0.57520 0.0 0.0 0.0
H 2.51985 -3.57547 -0.01680 0.0 0.0 0.1
H 0.06465 -3.57423 0.51130 0.0 0.0 0.1
C 4.19719 2.32008 2.48751 0.0 0.0 0.0
C 5.37098 1.87449 3.15614 0.0 0.0 0.0
C 6.08524 1.11721 2.26762 0.0 0.0 0.0
N 5.38749 1.08431 1.08995 0.0 0.0 0.0
C 4.23694 1.81521 1.21607 0.0 0.0 -0.1
H 3.41251 2.93515 2.89651 0.0 0.0 0.0
H 5.65623 2.08710 4.17261 0.0 0.0 0.0
H 7.02500 0.60314 2.37306 0.0 0.0 0.0
H 5.67841 0.60421 0.25908 0.0 0.0 0.0
H 3.54906 1.91307 0.39361 0.0 0.0 0.0
C -1.62328 -1.81467 -4.09462 0.0 0.0 0.0
C -0.37027 -1.99943 -4.74019 0.0 0.0 0.0
C 0.54303 -2.32212 -3.77275 0.0 0.0 0.0
N -0.10763 -2.33856 -2.56995 0.1 -0.1 0.0
C -1.42887 -2.03013 -2.75655 0.0 0.0 0.0
H -2.55833 -1.55096 -4.55955 0.0 0.0 0.0
H -0.16529 -1.90601 -5.79332 0.0 0.0 0.0
H 1.59488 -2.54098 -3.83954 0.0 0.0 0.0
H 0.32303 -2.53220 -1.68110 0.0 0.2 0.1
H -2.11381 -1.98403 -1.92574 0.0 0.0 0.0
C -2.34011 -7.21908 -1.96291 0.0 0.0 0.0
C -1.04920 -7.52147 -1.44984 0.0 0.0 0.0
C -0.41468 -6.32971 -1.22118 0.0 0.0 0.0
N -1.27077 -5.32295 -1.57483 0.0 -0.1 0.1
C -2.44456 -5.85505 -2.02815 0.0 0.0 0.0
H -3.10206 -7.92277 -2.25296 0.0 0.0 0.0
H -0.63545 -8.49975 -1.27155 0.0 0.0 0.0
H 0.56973 -6.11931 -0.83806 0.0 0.0 0.0
H -1.06799 -4.34146 -1.52514 0.0 0.0 -0.2
H -3.24802 -5.22090 -2.36099 0.0 0.0 0.0

***

Entry 6:
13
Properties=species:S:1:pos:R:3:forces:R:3 method="wB97M-V/def2-TZVPD" homo_lumo_gap_ev="8.54 / 6.97"
C -0.41331 -1.43923 -0.37238 1.7 3.7 -2.1
C 0.50108 0.24620 1.31823 -1.0 0.1 2.0
C 0.60304 -0.30883 -0.01338 -1.3 -0.2 -1.6
N -0.58022 1.56209 -1.03536 1.2 -2.0 -0.7
O -0.63963 1.65185 -2.22368 0.6 -0.6 -1.3
O -1.14957 2.25932 -0.28822 -1.1 1.4 2.6
I 2.40671 -0.23209 -1.03290 -0.2 -0.1 0.1
H -0.16769 -2.23153 0.21564 0.6 -2.7 1.3
H -0.40409 -1.57683 -1.44792 0.4 -0.7 0.0
H -1.39231 -1.11033 -0.18811 -1.3 0.6 0.8
H -0.61893 0.29446 1.45965 1.1 0.2 0.5
H 0.90486 1.25592 1.42752 0.0 -0.1 -0.2
H 0.95003 -0.37099 2.18094 -0.6 0.5 -1.4

***

Max |F|, respectively: 0.0929 0.0596 0.0037 0.0597 0.0065 0.0884 hartree/bohr.